1.
The following is a quantum chemistry calculation of a cluster of 2 separate species, C4H11N2O2 in total, from OMol25.

XYZ file:
```
19
Properties=species:S:1:pos:R:3:forces:R:3:nbo_charge:R:1
O 2.134742 -1.581838 1.111477 -0.05 0.00 0.00 -0.494
C 1.172995 -2.268636 1.322370 0.02 -0.14 0.05 0.429
C -0.065481 -2.151225 0.458648 -0.08 -0.04 -0.01 -0.347
N 0.193568 -1.136869 -0.590010 -0.62 0.26 0.26 -0.752
H 1.124147 -3.012837 2.131293 0.09 0.07 0.03 0.165
H -0.318944 -3.121716 0.031984 0.05 0.02 -0.04 0.257
H -0.904765 -1.853054 1.091781 -0.01 0.04 -0.07 0.240
H -0.006843 -1.491526 -1.519187 0.24 -0.04 -0.11 0.432
H -0.461222 -0.201155 -0.403923 0.38 -0.37 0.17 0.446
H 1.184515 -0.876525 -0.483779 0.05 -0.03 -0.22 0.444
O 0.170909 3.294147 -2.010739 0.02 -0.10 -0.01 -0.438
C 0.335241 2.343712 -1.305932 0.02 0.09 0.08 0.411
C -0.321416 2.215927 0.057284 -0.26 -0.07 -0.06 -0.333
N -1.214999 1.022261 0.086878 0.11 0.22 -0.08 -0.819
H 0.996587 1.506304 -1.615842 -0.03 0.00 -0.04 0.097
H 0.445785 2.076788 0.820894 0.03 0.07 -0.02 0.226
H -0.877149 3.133340 0.244278 0.07 0.02 0.11 0.234
H -1.542014 0.888594 1.039790 -0.04 0.00 -0.03 0.400
H -2.045662 1.214310 -0.467259 -0.01 -0.02 -0.02 0.403
```
Forces are in eV/Å.

Results
Relative energy (zero: lowest compared OMol25 entry of this formula, charge and spin) (kJ/mol): 182.43
Charge: +1
E (eV): -11394.23275
LUMO energy (eV): -3.32
HOMO-LUMO gap (eV): 10.488
HOMO level (Eh): -0.5073

2.
The following is a quantum chemistry calculation of a cluster of 2 separate species, Cl5H2NSi2 in total in a non-equilibrium geometry, from OMol25.

XYZ file:
```
10
Properties=species:S:1:pos:R:3:forces:R:3:nbo_charge:R:1
N -0.561344 1.247534 0.721302 1.29 0.05 0.40 -1.133
Si 0.857549 1.960732 1.083626 0.53 -0.49 -1.60 1.279
Si -0.309784 -1.873555 -0.898888 0.66 1.27 -0.01 1.326
Cl -2.187475 1.524391 0.992178 0.26 0.34 0.17 0.174
Cl 0.575090 -2.354886 0.902034 -0.25 0.64 -0.44 -0.337
Cl 0.335377 -0.179620 -1.982777 -0.08 -1.07 0.77 -0.351
Cl 0.236810 -3.417162 -2.043234 -0.15 -0.59 -0.54 -0.328
Cl -2.282978 -1.588831 -0.652833 -0.09 -0.27 0.03 -0.311
H 2.184753 1.290203 0.420744 -1.90 0.66 1.04 -0.138
H 1.152003 3.391195 1.457848 -0.27 -0.54 0.17 -0.181
```
Forces are in eV/Å.

Results
Relative energy (zero: lowest compared OMol25 entry of this formula, charge and spin) (kJ/mol): 563.80
E (eV): -79892.78568
LUMO energy (eV): -0.80
Structure (SMILES): Cl[Si](Cl)(Cl)Cl.[SiH2]=NCl
HOMO-LUMO gap (eV): 8.506
HOMO level (Eh): -0.3419

3.
The following is a quantum chemistry calculation of a cluster of 3 separate species, C3H13NO4 in total in a non-equilibrium geometry, from OMol25.

XYZ file:
```
21
Properties=species:S:1:pos:R:3:forces:R:3:nbo_charge:R:1
C 0.030755 -1.246005 1.243275 1.09 0.25 -0.44 -0.236
C 0.885994 -0.088489 1.822486 -0.11 -0.36 -1.20 -0.075
O 1.821459 0.267585 0.804289 0.32 0.77 0.33 -0.739
N -0.517452 -0.716453 0.010874 0.22 1.34 0.19 -0.677
C -0.789962 -1.522922 -1.093918 0.52 -2.63 1.09 0.078
O -1.906916 -2.427112 -0.870776 -0.62 0.10 -0.51 -0.762
H 0.781993 -1.982221 0.950948 -0.37 -0.54 0.23 0.197
H -0.745388 -1.634908 1.902210 0.20 -0.15 0.27 0.183
H 1.582378 -0.300107 2.629344 -0.71 -0.41 0.51 0.193
H 0.172449 0.703050 2.068325 0.36 0.40 0.22 0.154
H 1.386903 0.640476 0.030409 -0.23 -0.39 -0.09 0.479
H -0.949806 0.174266 0.200264 -0.62 -0.05 -0.75 0.389
H -0.717436 -1.139462 -2.108702 -0.63 0.82 0.20 0.177
H -0.028934 -2.315645 -1.074607 0.45 0.47 -0.14 0.169
H -2.742110 -2.125844 -1.240666 0.11 0.33 -0.01 0.461
H -1.654263 3.120440 0.660337 0.50 0.30 -0.02 0.488
H -0.248861 2.540324 0.140975 -0.04 0.54 0.25 0.473
O -1.168738 2.361453 0.332918 -0.51 -0.86 -0.17 -0.957
H 1.338265 2.810160 -1.199372 0.64 -0.18 0.50 0.449
H 1.107593 2.523133 -2.571432 0.21 -0.65 -0.55 0.469
O 1.606768 2.136196 -1.838399 -0.79 0.90 0.07 -0.914
```
Forces are in eV/Å.

Results
Relative energy (zero: lowest compared OMol25 entry of this formula, charge and spin) (kJ/mol): 257.36
E (eV): -13000.49808
LUMO energy (eV): 0.08
Structure (SMILES): OCCNCO.O.O
HOMO-LUMO gap (eV): 8.715
HOMO level (Eh): -0.3175

4.
The following is a quantum chemistry calculation of a cluster of 8 separate species, C21H38O18S3 in total in a non-equilibrium geometry, from OMol25.

XYZ file:
```
80
Properties=species:S:1:pos:R:3:forces:R:3:mulliken_charge:R:1
C 5.108535 2.660040 -0.151232 0.11 -0.63 -0.31 -0.212
C 6.051244 1.998254 -1.172211 -0.27 -0.05 -0.03 -0.369
O 5.338000 0.825468 -1.574402 0.01 0.03 0.03 -0.372
C 4.310481 0.593680 -0.730417 0.07 -0.08 -0.03 0.707
O 3.664444 -0.400969 -0.702278 -0.15 0.10 -0.11 -0.461
O 4.112921 1.656363 0.085229 0.11 0.03 0.08 -0.312
H 4.608586 3.521879 -0.584659 0.11 0.24 0.27 0.193
H 5.620470 2.853889 0.785602 -0.16 0.36 0.04 0.305
H 7.002907 1.677796 -0.753536 0.03 0.13 0.06 0.261
H 6.210381 2.631641 -2.041173 0.10 -0.09 -0.05 0.277
C -4.083054 1.481989 1.873520 0.33 0.46 0.02 -0.444
C -2.600831 1.088086 2.048540 -0.97 0.27 -0.28 0.674
O -2.670596 -0.317210 2.274178 0.09 0.03 -0.31 -0.093
C -3.964378 -0.718028 2.405260 0.28 0.32 0.45 0.526
O -4.295995 -1.830139 2.619677 -0.15 -0.28 -0.09 -0.508
O -4.799303 0.346231 2.325416 -0.06 -0.10 -0.18 -0.375
H -4.315037 1.697457 0.828073 -0.09 -0.28 -0.03 0.242
H -4.368343 2.367062 2.439468 -0.03 -0.17 0.24 0.348
H -2.126589 1.585666 2.889803 0.14 -0.07 0.01 0.083
H -2.102742 1.308916 1.111009 0.51 -0.06 0.23 -0.407
C 0.602805 0.171364 0.616590 -0.22 -0.25 0.86 1.067
C -0.381880 -0.213198 -0.487032 -0.02 0.16 -0.34 -0.199
O -0.300078 -1.638859 -0.544956 0.37 -0.03 -0.22 -0.172
C 0.625709 -2.091901 0.335260 -0.48 0.19 -0.12 0.653
O 0.968876 -3.227767 0.398275 0.09 -0.21 0.12 -0.587
O 1.035554 -1.101605 1.135535 0.29 0.03 -0.17 -0.417
H 0.128875 0.692172 1.444728 -0.04 0.12 -0.11 -0.336
H 1.486772 0.729703 0.324109 -0.06 -0.04 -0.32 -0.301
H -0.132447 0.211721 -1.458905 0.13 -0.11 0.00 0.066
H -1.419908 0.042955 -0.290330 0.02 0.04 0.22 0.178
C 1.815681 -5.288820 2.635895 0.35 -0.51 -0.09 -0.161
C 2.276325 -6.744318 2.782729 -0.30 0.13 -0.37 -0.297
O 1.527623 -7.209164 3.908008 -0.13 0.12 -0.14 -0.360
C 0.922664 -6.157694 4.517717 0.20 -0.09 0.00 0.593
O 0.199195 -6.252708 5.451498 -0.01 0.03 0.16 -0.513
O 1.274814 -4.993439 3.924892 -0.03 0.01 -0.08 -0.227
H 1.029639 -5.206963 1.890310 -0.02 0.16 0.00 0.183
H 2.633085 -4.623923 2.376219 -0.12 0.24 0.18 0.262
H 3.340055 -6.891956 2.959873 0.02 0.16 0.17 0.246
H 1.988165 -7.296389 1.888315 0.04 -0.23 0.17 0.272
C -1.531711 3.346315 -6.208208 0.39 0.34 1.15 -0.282
C -2.502690 3.938972 -5.174529 -0.45 -0.29 -0.56 -0.264
O -2.614490 2.901137 -4.197556 0.11 0.08 0.01 -0.317
C -1.555842 2.061958 -4.314801 0.32 0.74 -0.07 0.680
O -1.241617 1.260474 -3.502117 -0.09 -0.41 0.19 -0.507
O -0.847526 2.341015 -5.431732 -0.41 -0.15 -0.15 -0.357
H -0.771954 4.082451 -6.451067 -0.09 -0.05 -0.57 0.258
H -2.017087 2.895090 -7.065720 0.06 -0.02 -0.12 0.285
H -3.491487 4.130072 -5.586385 0.00 -0.05 0.01 0.297
H -2.143238 4.864977 -4.726255 0.18 -0.13 0.18 0.197
C -2.117584 -3.914245 -2.792533 -0.65 -0.06 -0.52 -0.772
S -1.374087 -3.545882 -4.388306 0.40 0.18 0.16 0.439
O -2.424805 -3.702764 -5.425832 -0.23 -0.06 -0.06 -0.640
C -1.161805 -1.773240 -4.140982 -0.27 -0.34 0.29 -0.336
H -1.415281 -3.777067 -1.978449 0.13 -0.02 0.06 0.197
H -2.451273 -4.946385 -2.897128 0.16 -0.06 0.25 0.378
H -3.013876 -3.300456 -2.676156 0.12 0.10 0.09 0.270
H -0.771812 -1.608308 -3.138637 0.38 0.05 -0.12 -0.191
H -2.136471 -1.288682 -4.189081 -0.05 -0.09 -0.21 0.284
H -0.500294 -1.434636 -4.930783 0.05 0.27 0.09 0.372
C 0.060822 -1.895789 4.504965 0.31 0.66 -0.32 -0.617
S -1.007628 -0.744702 5.370992 -0.30 -0.50 -0.20 0.538
O -0.767680 -0.997683 6.813075 0.01 0.33 0.21 -0.672
C -0.110380 0.746892 4.920840 0.82 0.47 0.56 -0.880
H 1.090017 -1.714908 4.821429 -0.05 -0.16 0.21 0.387
H 0.013420 -1.662680 3.438945 -0.20 -0.32 -0.02 0.049
H -0.254614 -2.904186 4.744432 -0.05 -0.07 -0.07 0.299
H -0.699527 1.636349 5.139863 -0.25 -0.11 -0.18 0.333
H 0.273777 0.756133 3.901726 -0.30 -0.10 -0.11 0.084
H 0.751192 0.807074 5.597158 -0.04 -0.22 -0.08 0.446
C -1.278219 4.784557 -1.121544 0.29 0.30 -0.06 -1.176
S -0.046443 3.520073 -0.790438 0.33 0.05 0.51 0.916
O -0.188279 3.124797 0.644645 -0.42 -0.20 -0.16 -0.692
C 1.386239 4.598818 -0.756270 0.21 0.02 -0.38 -0.905
H -2.254077 4.308119 -1.138732 -0.04 0.02 -0.04 0.355
H -1.047263 5.251165 -2.081525 -0.12 -0.17 -0.09 0.307
H -1.216891 5.559035 -0.356948 -0.10 -0.15 0.16 0.439
H 2.219905 3.997336 -0.397773 -0.08 -0.14 -0.01 -0.028
H 1.226877 5.416551 -0.055943 -0.13 0.05 -0.06 0.382
H 1.611056 4.944970 -1.767240 -0.02 0.14 0.09 0.427
```
Forces are in eV/Å.

Results
Relative energy (zero: lowest compared OMol25 entry of this formula, charge and spin) (kJ/mol): 0.00
E (eV): -91751.62644
LUMO energy (eV): -0.46
HOMO-LUMO gap (eV): 7.862
HOMO level (Eh): -0.3059